Record 1
Here is C11H14O as an isolated structure at a distorted geometry from the OMol25 dataset. Energies are from ωB97M-V with the def2-TZVPD basis set.

* relative energy (zero: lowest compared OMol25 entry of this formula, charge and spin): 201.5 kJ/mol
* HOMO level: -8.73 eV
* gap between HOMO and LUMO: 0.331 Ha

Geometry (Å):
C: -2.081 -1.287 0.583
C: -1.087 -0.102 0.516
C: -1.601 0.997 -0.449
C: -0.553 2.157 -0.555
C: 0.716 2.053 0.381
C: 1.348 0.660 0.153
C: 2.617 0.275 -0.054
C: 2.972 -1.045 -0.407
C: 2.007 -2.098 -0.234
C: 0.698 -1.677 0.152
C: 0.402 -0.388 0.215
H: -3.522 -1.179 -0.965
H: -3.079 -1.011 1.096
H: -1.528 -2.174 1.124
H: -1.203 0.276 1.553
H: -1.561 0.605 -1.416
H: -2.563 1.297 0.029
H: -0.185 2.257 -1.608
H: -1.010 3.110 -0.293
H: 1.486 2.764 -0.008
H: 0.546 2.138 1.433
H: 3.350 1.063 -0.002
H: 4.068 -1.319 -0.423
H: 2.204 -3.150 -0.387
H: -0.067 -2.509 0.283
O: -2.375 -1.713 -0.716


Record 2
Here is one molecule with the formula C11H14O2S at a distorted geometry from the OMol25 dataset. Energies are from ωB97M-V with the def2-TZVPD basis set.

* relative energy (zero: lowest compared OMol25 entry of this formula, charge and spin): 532.2 kJ/mol
* HOMO level (spin up / spin down): -6.61 / -6.83 eV
* gap between HOMO and LUMO (spin up / spin down): 0.256 / 0.266 Ha

Geometry (Å):
C: -1.656 1.662 -0.475
C: -0.317 1.964 -0.468
C: 0.378 2.759 0.295
C: -2.052 0.592 -1.403
C: 0.368 0.937 -1.474
C: -0.664 -0.191 -1.488
C: -0.437 -0.787 -0.087
C: 1.605 0.244 -0.842
C: 0.912 -0.342 0.299
C: -0.588 -2.337 0.100
C: 0.699 -1.002 3.017
O: 0.963 3.584 0.908
O: 2.631 1.134 -0.594
S: 1.923 -0.927 1.589
H: -2.318 2.242 0.044
H: -2.934 -0.085 -1.259
H: -2.232 0.891 -2.493
H: 0.767 1.467 -2.421
H: -0.594 -0.822 -2.348
H: -1.287 -0.177 0.484
H: 1.829 -0.566 -1.575
H: 0.227 -2.831 -0.386
H: -1.492 -2.660 -0.345
H: -0.506 -2.528 1.203
H: -0.071 -0.450 2.648
H: 1.347 -0.576 3.810
H: 0.386 -2.068 2.993
H: 3.113 0.873 0.269